(1)
Density functional theory data (wB97M-V/def2-TZVPD) for a cluster of 2 separate species, C8H15N2OS in total in a non-equilibrium geometry.

Output
Calculated total energy = -24393.5956 eV
HOMO energy (spin up / spin down) = -10.132 / -10.145 eV
Energy above the lowest of the compared OMol25 structures with the same formula, charge and spin = 82.4 kcal per mole
Total charge = +1

Each line ends with the natural charge from an NBO analysis.
CARTESIAN COORDINATES (ANGSTROEM)
C: -1.66138 1.05390 0.21716  -0.5312
C: -3.13759 -0.12525 -1.32804  -0.1169
C: -0.97070 0.14485 -0.62579  0.0199
C: 2.63799 -0.26650 0.47241  -0.6169
C: 1.89613 1.62479 -1.00508  -0.6014
C: -0.71004 -1.44301 1.68101  -0.1560
C: 1.44252 0.57610 0.02140  -0.2750
C: 0.34934 -0.25240 -0.59954  0.2890
N: -1.88658 -0.53043 -1.42579  -0.4609
N: -1.54799 -0.46097 2.03531  -0.6653
O: 0.67007 -1.30055 -1.41577  -0.7006
S: -3.32917 1.13663 -0.23332  0.5657
H: -1.22830 1.88790 0.72722  0.2565
H: -3.94520 -0.53768 -1.90227  0.2649
H: 2.32810 -1.11303 1.08200  0.2094
H: 3.30948 0.34839 1.06497  0.2408
H: 3.21157 -0.63675 -0.37668  0.2057
H: 1.06774 2.27064 -1.28639  0.2163
H: 2.27724 1.14414 -1.90337  0.2124
H: 2.68778 2.23954 -0.58590  0.2244
H: 0.30992 -1.40650 2.00496  0.2077
H: -1.08418 -2.30574 1.16484  0.2092
H: 1.02289 1.09463 0.88615  0.2113
H: -1.55245 -1.24874 -2.05827  0.4590
H: -1.22437 0.23220 2.69594  0.4171
H: -2.54437 -0.62843 2.02515  0.4122
H: 1.61152 -1.49773 -1.33233  0.5027

***

(2)
Density functional theory data (wB97M-V/def2-TZVPD) for an isolated molecule of C8H15N3O5 in a non-equilibrium geometry.

Output
Calculated total energy = -23244.4677 eV
HOMO energy = -9.161 eV
SMILES = C[C@@H](O)[C@H](NC(=O)[C@@H](N)CC(N)=O)C(=O)O
Energy above the lowest of the compared OMol25 structures with the same formula, charge and spin = 96.8 kcal per mole

Each line ends with the natural charge from an NBO analysis.
CARTESIAN COORDINATES (ANGSTROEM)
C: -1.44404 -0.43659 -0.07663  -0.1559
C: -0.89403 0.88831 0.19711  0.6920
C: -2.70604 -0.45924 -0.98031  -0.5063
C: -4.05624 -0.11830 -0.20058  0.6960
C: 1.32174 0.18957 -0.15893  -0.1950
C: 1.35869 -1.28343 0.27579  0.7992
C: 2.72225 0.66502 0.30108  0.1163
C: 3.95421 -0.14710 -0.28942  -0.6664
H: -1.03648 -1.17177 2.07875  0.4105
H: -2.07515 -2.06817 1.06221  0.3727
H: -0.69650 -0.99371 -0.72709  0.1968
H: -2.68827 0.26144 -1.74107  0.2304
H: -2.80579 -1.40426 -1.60821  0.2359
H: -4.59956 1.44505 1.09182  0.4028
H: -3.28710 1.84144 -0.00645  0.4337
H: 0.35927 2.02797 0.48237  0.4368
H: 1.16680 0.21178 -1.21268  0.2066
H: 2.54533 0.41183 1.42667  0.1942
H: 3.67048 2.44374 0.37106  0.5026
H: 5.00240 0.31583 -0.04796  0.2409
H: 4.02400 -0.17860 -1.40935  0.2016
H: 3.82294 -1.19315 -0.15347  0.2102
H: 2.49260 -1.53752 -1.38970  0.5054
N: -1.82248 -0.99729 1.30832  -0.8376
N: -4.09675 1.19618 0.20861  -0.8619
N: 0.36966 0.94955 0.59637  -0.6094
O: -1.52662 1.98918 0.21764  -0.6457
O: -5.03067 -0.92016 -0.18147  -0.6203
O: 1.13259 -1.72644 1.41017  -0.5601
O: 2.99858 1.89124 -0.11850  -0.7276
O: 1.82418 -2.09241 -0.72616  -0.6986

***

(3)
Density functional theory data (wB97M-V/def2-TZVPD) for an isolated molecule of C8H15NO in a non-equilibrium geometry.

Output
Calculated total energy = -12075.1406 eV
HOMO energy = -9.151 eV
SMILES = C=C(C)CC(C)(C)NC=O
Energy above the lowest of the compared OMol25 structures with the same formula, charge and spin = 55.2 kcal per mole

Each line ends with the natural charge from an NBO analysis.
CARTESIAN COORDINATES (ANGSTROEM)
C: -1.03669 -1.66385 0.98700  0.5348
C: -0.10728 0.40578 -1.03336  -0.4695
C: 0.81134 -0.56925 -0.23635  0.1318
C: -0.76595 1.43012 -0.09391  0.0543
C: 1.03275 -1.87268 -1.03552  -0.6278
C: 2.14370 0.08767 0.09277  -0.6243
C: -2.23858 1.18949 0.24446  -0.6808
C: -0.09705 2.46803 0.46492  -0.4168
N: 0.05695 -0.86737 0.96676  -0.6300
O: -1.58104 -2.06857 -0.04378  -0.6359
H: -1.37694 -1.83099 2.13149  0.1202
H: 0.48138 0.72955 -1.89209  0.2220
H: -0.81717 -0.33328 -1.50385  0.2400
H: 1.48399 -2.68263 -0.46495  0.2116
H: 1.54085 -1.70771 -1.90227  0.2072
H: 0.07455 -2.18388 -1.44401  0.2450
H: 2.88864 -0.60461 0.30200  0.2122
H: 2.09254 0.78559 0.92211  0.2166
H: 2.60532 0.76933 -0.71707  0.2254
H: -2.56208 0.10327 0.21704  0.2384
H: -2.80236 1.83515 -0.49409  0.2285
H: -2.73731 1.50339 1.23348  0.2228
H: 0.87724 2.77204 0.33177  0.1876
H: 0.60862 -0.74366 1.87173  0.4069
H: -0.57542 3.04910 1.09571  0.1798

***

What is the formula in the third record?
C8H15NO

***

Repeat the second record exactly.
Density functional theory data (wB97M-V/def2-TZVPD) for an isolated molecule of C8H15N3O5 in a non-equilibrium geometry.

Output
Calculated total energy = -23244.4677 eV
HOMO energy = -9.161 eV
SMILES = C[C@@H](O)[C@H](NC(=O)[C@@H](N)CC(N)=O)C(=O)O
Energy above the lowest of the compared OMol25 structures with the same formula, charge and spin = 96.8 kcal per mole

Each line ends with the natural charge from an NBO analysis.
CARTESIAN COORDINATES (ANGSTROEM)
C: -1.44404 -0.43659 -0.07663  -0.1559
C: -0.89403 0.88831 0.19711  0.6920
C: -2.70604 -0.45924 -0.98031  -0.5063
C: -4.05624 -0.11830 -0.20058  0.6960
C: 1.32174 0.18957 -0.15893  -0.1950
C: 1.35869 -1.28343 0.27579  0.7992
C: 2.72225 0.66502 0.30108  0.1163
C: 3.95421 -0.14710 -0.28942  -0.6664
H: -1.03648 -1.17177 2.07875  0.4105
H: -2.07515 -2.06817 1.06221  0.3727
H: -0.69650 -0.99371 -0.72709  0.1968
H: -2.68827 0.26144 -1.74107  0.2304
H: -2.80579 -1.40426 -1.60821  0.2359
H: -4.59956 1.44505 1.09182  0.4028
H: -3.28710 1.84144 -0.00645  0.4337
H: 0.35927 2.02797 0.48237  0.4368
H: 1.16680 0.21178 -1.21268  0.2066
H: 2.54533 0.41183 1.42667  0.1942
H: 3.67048 2.44374 0.37106  0.5026
H: 5.00240 0.31583 -0.04796  0.2409
H: 4.02400 -0.17860 -1.40935  0.2016
H: 3.82294 -1.19315 -0.15347  0.2102
H: 2.49260 -1.53752 -1.38970  0.5054
N: -1.82248 -0.99729 1.30832  -0.8376
N: -4.09675 1.19618 0.20861  -0.8619
N: 0.36966 0.94955 0.59637  -0.6094
O: -1.52662 1.98918 0.21764  -0.6457
O: -5.03067 -0.92016 -0.18147  -0.6203
O: 1.13259 -1.72644 1.41017  -0.5601
O: 2.99858 1.89124 -0.11850  -0.7276
O: 1.82418 -2.09241 -0.72616  -0.6986

***

Repeat the second record exactly.
Density functional theory data (wB97M-V/def2-TZVPD) for an isolated molecule of C8H15N3O5 in a non-equilibrium geometry.

Output
Calculated total energy = -23244.4677 eV
HOMO energy = -9.161 eV
SMILES = C[C@@H](O)[C@H](NC(=O)[C@@H](N)CC(N)=O)C(=O)O
Energy above the lowest of the compared OMol25 structures with the same formula, charge and spin = 96.8 kcal per mole

Each line ends with the natural charge from an NBO analysis.
CARTESIAN COORDINATES (ANGSTROEM)
C: -1.44404 -0.43659 -0.07663  -0.1559
C: -0.89403 0.88831 0.19711  0.6920
C: -2.70604 -0.45924 -0.98031  -0.5063
C: -4.05624 -0.11830 -0.20058  0.6960
C: 1.32174 0.18957 -0.15893  -0.1950
C: 1.35869 -1.28343 0.27579  0.7992
C: 2.72225 0.66502 0.30108  0.1163
C: 3.95421 -0.14710 -0.28942  -0.6664
H: -1.03648 -1.17177 2.07875  0.4105
H: -2.07515 -2.06817 1.06221  0.3727
H: -0.69650 -0.99371 -0.72709  0.1968
H: -2.68827 0.26144 -1.74107  0.2304
H: -2.80579 -1.40426 -1.60821  0.2359
H: -4.59956 1.44505 1.09182  0.4028
H: -3.28710 1.84144 -0.00645  0.4337
H: 0.35927 2.02797 0.48237  0.4368
H: 1.16680 0.21178 -1.21268  0.2066
H: 2.54533 0.41183 1.42667  0.1942
H: 3.67048 2.44374 0.37106  0.5026
H: 5.00240 0.31583 -0.04796  0.2409
H: 4.02400 -0.17860 -1.40935  0.2016
H: 3.82294 -1.19315 -0.15347  0.2102
H: 2.49260 -1.53752 -1.38970  0.5054
N: -1.82248 -0.99729 1.30832  -0.8376
N: -4.09675 1.19618 0.20861  -0.8619
N: 0.36966 0.94955 0.59637  -0.6094
O: -1.52662 1.98918 0.21764  -0.6457
O: -5.03067 -0.92016 -0.18147  -0.6203
O: 1.13259 -1.72644 1.41017  -0.5601
O: 2.99858 1.89124 -0.11850  -0.7276
O: 1.82418 -2.09241 -0.72616  -0.6986